ORCA calculation (ωB97M-V/def2-TZVPD) on a 2-piece molecular cluster, C2H9NOS2 overall.

Values from the calculation:
HOMO energy, eV: -9.010
Lowest unoccupied orbital energy, hartree: 0.006
SMILES: CSS.NCO

Last column: Löwdin charge in e.
CARTESIAN COORDINATES (ANGSTROEM)
C1 -1.895 1.851 -1.490  -0.47
S1 -0.385 1.237 -0.679  0.39
S2 -0.483 2.369 1.087  0.35
H1 -2.708 1.863 -0.806  0.01
H2 -1.694 2.851 -1.839  0.02
H3 -2.117 1.165 -2.306  0.04
H4 -0.445 1.292 1.841  -0.23
N1 2.133 -1.166 0.696  0.01
C2 0.983 -2.048 0.769  -0.37
O1 0.313 -2.164 -0.467  -0.08
H5 2.152 -0.514 -0.074  0.05
H6 2.276 -0.674 1.566  0.06
H7 0.282 -1.728 1.537  0.10
H8 1.327 -3.055 1.016  0.11
H9 0.262 -1.278 -0.850  0.00



ORCA calculation (ωB97M-V/def2-TZVPD) on a 2-piece molecular cluster, C2H9NOS2 overall.

Values from the calculation:
HOMO energy, eV: -8.408
Lowest unoccupied orbital energy, hartree: 0.019
SMILES: CSS.NCO

Last column: Löwdin charge in e.
CARTESIAN COORDINATES (ANGSTROEM)
C1 2.518 -0.530 1.313  -0.57
S1 0.785 -0.482 1.154  0.40
S2 0.509 -2.411 0.523  0.35
H1 2.757 -1.356 1.967  0.01
H2 3.170 -0.513 0.370  0.07
H3 2.890 0.407 1.855  0.06
H4 -0.635 -2.610 1.176  -0.20
N1 -0.731 0.367 -1.519  -0.05
C2 -1.631 1.001 -0.538  -0.38
O1 -2.757 1.655 -1.185  -0.09
H5 -0.830 0.947 -2.364  0.06
H6 0.289 0.617 -1.230  0.06
H7 -1.146 1.807 0.056  0.11
H8 -1.918 0.149 0.082  0.08
H9 -3.270 0.952 -1.661  0.10



ORCA calculation (ωB97M-V/def2-TZVPD) on a 2-piece molecular cluster, C2H9NOS2 overall.

Values from the calculation:
HOMO energy, eV: -8.287
Lowest unoccupied orbital energy, hartree: 0.020
SMILES: CSS.NCO

Last column: Löwdin charge in e.
CARTESIAN COORDINATES (ANGSTROEM)
C1 -1.739 -0.514 -1.828  -0.47
S1 -1.692 -1.955 -0.734  0.34
S2 -0.554 -3.420 -1.708  0.28
H1 -0.943 0.143 -1.479  0.01
H2 -2.693 -0.042 -1.654  0.02
H3 -1.701 -0.671 -2.900  0.04
H4 0.210 -2.544 -2.348  -0.22
N1 1.883 0.704 2.011  0.01
C2 0.726 0.892 1.214  -0.35
O1 0.216 2.236 1.317  -0.08
H5 2.532 0.001 1.713  0.07
H6 2.077 1.329 2.770  0.07
H7 1.020 0.814 0.164  0.11
H8 -0.113 0.286 1.546  0.10
H9 0.773 2.740 1.915  0.06



ORCA calculation (ωB97M-V/def2-TZVPD) on a 2-piece molecular cluster, C2H9NP overall.

Values from the calculation:
HOMO energy (alpha / beta), eV: -13.101 / -12.862
Lowest unoccupied orbital energy (alpha / beta), hartree: -0.190 / -0.191
Charge: +1

Last column: Löwdin charge in e.
CARTESIAN COORDINATES (ANGSTROEM)
C1 2.257 0.469 -0.046  -0.46
C2 -1.137 0.552 0.001  -0.11
N1 -2.061 -0.611 -0.182  0.07
P1 1.221 -0.915 -0.289  0.88
H1 1.621 1.313 -0.490  0.06
H2 3.137 0.567 -0.643  0.04
H3 2.369 0.549 1.012  0.02
H4 -0.915 1.109 -0.879  0.03
H5 -1.333 1.118 0.961  0.09
H6 -3.071 -0.396 -0.144  0.17
H7 -1.633 -1.009 -1.006  0.12
H8 -1.904 -1.115 0.715  0.16
H9 1.448 -1.630 0.989  -0.08



ORCA calculation (ωB97M-V/def2-TZVPD) on a 2-piece molecular cluster, C2H9NS overall.

Values from the calculation:
HOMO energy, eV: -8.858
Lowest unoccupied orbital energy, hartree: 0.034
SMILES: CN.CS

Last column: Löwdin charge in e.
CARTESIAN COORDINATES (ANGSTROEM)
C1 1.260 -0.949 0.106  -0.52
S1 1.688 0.687 0.724  0.62
H1 0.462 -1.345 0.723  0.01
H2 2.118 -1.611 0.142  0.02
H3 0.864 -0.942 -0.906  0.02
C2 -2.057 0.310 -1.275  -0.20
N1 -2.133 -0.626 -0.168  -0.07
H4 -2.947 0.948 -1.354  0.06
H5 -2.036 -0.210 -2.231  0.07
H6 -1.201 0.965 -1.178  0.05
H7 -2.255 -0.183 0.728  0.06
H8 -2.833 -1.338 -0.310  0.06
H9 0.439 1.052 1.021  -0.18



ORCA calculation (ωB97M-V/def2-TZVPD) on a 2-piece molecular cluster, C2H9NS overall.

Values from the calculation:
HOMO energy, eV: -9.035
Lowest unoccupied orbital energy, hartree: 0.035
SMILES: CN.CS

Last column: Löwdin charge in e.
CARTESIAN COORDINATES (ANGSTROEM)
C1 0.592 3.152 1.167  -0.45
S1 -0.091 2.459 -0.411  0.60
H1 -0.035 2.911 2.012  0.03
H2 0.736 4.219 1.019  0.02
H3 1.601 2.747 1.179  0.01
C2 -0.206 -1.846 -0.834  -0.18
N1 -0.736 -3.181 -0.371  -0.07
H4 0.630 -1.938 -1.520  0.06
H5 0.137 -1.314 0.049  0.06
H6 -1.058 -1.356 -1.299  0.06
H7 -0.862 -3.752 -1.190  0.04
H8 0.079 -3.578 0.069  0.04
H9 -0.785 1.477 0.129  -0.20